No. 1
A 2-piece molecular cluster, H2O3PS overall, computed with ωB97M-V/def2-TZVPD.

Calculated values
Multiplicity ... 1
Net charge ... -1
Relative energy (zero: lowest compared OMol25 entry of this formula, charge and spin) ... 20.5 kJ/mol
Kohn-Sham gap (alpha / beta) ... 6.92 / 6.92 eV

```
7
H2O3PS ωB97M-V/def2-TZVPD
O -0.57531 -2.43670 1.07324
O -1.69408 -1.05510 -0.39233
O 1.10326 0.30778 0.72934
P 1.17965 1.41242 -0.32202
S -0.95815 -1.03034 0.86865
H 1.00206 0.75240 -1.57289
H -0.05743 2.04954 -0.38400
```



No. 2
C23H25N5O4S4Y as an isolated structure, computed with ωB97M-V/def2-TZVPD.

Calculated values
Multiplicity ... 1
Net charge ... -1
Relative energy (zero: lowest compared OMol25 entry of this formula, charge and spin) ... 76.7 kJ/mol
Kohn-Sham gap ... 6.59 eV

```
62
C23H25N5O4S4Y ωB97M-V/def2-TZVPD
Y 1.23024 -0.22217 0.36954
O -0.34282 2.16279 3.70662
C 0.23112 1.25938 3.12488
N 1.24025 1.33512 2.21349
C 2.15808 2.32989 2.32921
O 2.39701 3.01279 3.31084
C 3.00707 2.54339 1.08060
C 4.10274 3.38389 1.18439
C 4.84292 3.63213 0.03999
C 4.45785 3.03372 -1.15063
C 3.36543 2.18030 -1.15070
N 2.64799 1.93712 -0.05077
C -0.21007 -0.17226 3.38460
C -1.15919 -0.43474 4.36119
C -1.44627 -1.75625 4.65048
C -0.78270 -2.75823 3.95667
C 0.11409 -2.40098 2.96436
N 0.38511 -1.12819 2.67471
H 4.32726 3.81305 2.14897
H 5.70970 4.28076 0.07494
H 5.00635 3.19175 -2.06875
H 3.05664 1.63612 -2.03633
H -1.62348 0.39858 4.86789
H -2.17217 -2.00956 5.41325
H -0.96390 -3.80375 4.16459
H 0.62748 -3.13604 2.35792
S 1.68364 -0.57008 -2.37354
S 3.21951 -1.97856 -2.05056
S 4.52670 -1.06155 -0.77444
S 3.68206 -1.14330 1.14544
C -2.09683 3.41962 -2.03247
C -1.29770 2.20109 -2.49681
C -2.21593 0.99886 -2.69941
C -0.55893 2.50870 -3.79388
N -0.24623 1.81411 -1.54557
N -0.62332 1.55400 -0.20161
H -2.85032 3.69535 -2.77293
H -1.44216 4.28184 -1.88171
H -2.62180 3.21909 -1.09594
H -2.95725 1.21712 -3.47109
H -2.75954 0.74528 -1.78674
H -1.63327 0.12629 -2.99617
H -1.26339 2.75299 -4.59049
H 0.04147 1.64948 -4.09392
H 0.10882 3.36526 -3.66500
H 0.49790 2.50150 -1.51740
H -1.32983 0.82467 -0.19472
H -0.97630 2.37188 0.29277
O -1.21092 -1.08111 0.15942
C -0.69773 -2.21828 -0.02647
O 0.54145 -2.40980 0.06446
C -1.58192 -3.38669 -0.34314
C -2.96477 -3.25269 -0.30021
C -3.77406 -4.34032 -0.58857
C -3.20103 -5.56005 -0.92646
C -1.82028 -5.69253 -0.97515
C -1.00946 -4.60675 -0.68130
H -3.38162 -2.28937 -0.03803
H -4.85157 -4.23879 -0.55303
H -3.83502 -6.40790 -1.15596
H -1.37701 -6.64264 -1.24551
H 0.06991 -4.67532 -0.71578
```